Computed, not measured: the molecule C27H31N3O4S, with ωB97M-V with the def2-TZVPD basis set.

```
66
Properties=species:S:1:pos:R:3:nbo_charge:R:1
C -6.4741 -0.5729 2.8203 -0.6171
C -5.5401 -1.2382 1.8216 -0.0696
O -6.2123 -1.3214 0.5769 -0.5439
C -5.5958 -2.1424 -0.3794 -0.0531
C -4.2420 -1.6244 -0.8782 -0.4417
C -4.3528 -0.1796 -1.3711 -0.2301
N -3.0586 0.3744 -1.7043 -0.6082
C -2.2668 0.9046 -0.7540 0.6851
O -2.6142 1.0723 0.3990 -0.6515
C -0.8477 1.2018 -1.2716 -0.1729
C -0.1945 2.4655 -0.7723 0.0338
C -0.4397 3.0084 0.4821 -0.2352
C 0.2283 4.1496 0.8921 -0.1986
C 1.1490 4.7603 0.0602 -0.2041
C 1.3845 4.2372 -1.2000 -0.2168
C 0.7131 3.1024 -1.6139 -0.2049
N -0.0667 -0.0019 -0.9320 -0.4201
C 0.4607 -0.0670 0.4116 -0.2853
C 1.7709 0.6432 0.5632 -0.1942
C 2.2998 1.1678 1.6995 -0.2614
C 3.5747 1.7464 1.5052 -0.2533
C 3.9957 1.6598 0.2210 -0.4030
S 2.8474 0.8629 -0.7772 0.4232
C -0.1101 -1.0204 -1.8127 0.6811
O -0.7416 -0.9411 -2.8581 -0.6575
C 0.6511 -2.3065 -1.4903 -0.3241
N 2.0521 -2.1205 -1.2145 -0.6132
C 2.6019 -2.3990 -0.0067 0.6785
O 1.9399 -2.8444 0.9149 -0.6317
C 4.0451 -2.0626 0.1244 -0.1693
C 4.9399 -2.1230 -0.9391 -0.1417
C 6.2612 -1.7603 -0.7511 -0.2331
C 6.6974 -1.3298 0.4914 -0.1977
C 5.8144 -1.2842 1.5573 -0.2071
C 4.4964 -1.6575 1.3771 -0.1522
H -6.7387 0.4199 2.4682 0.2127
H -5.9853 -0.4906 3.7870 0.2092
H -7.3848 -1.1563 2.9259 0.2086
H -5.2714 -2.2498 2.1643 0.1571
H -4.6188 -0.6477 1.7261 0.1780
H -6.3053 -2.1810 -1.2106 0.1840
H -5.4643 -3.1610 0.0205 0.1644
H -3.5114 -1.6614 -0.0676 0.2076
H -3.8889 -2.2726 -1.6824 0.2095
H -4.7820 0.4373 -0.5789 0.2309
H -4.9945 -0.1247 -2.2525 0.1984
H -2.6203 0.0410 -2.5540 0.4251
H -0.8761 1.2393 -2.3662 0.2449
H -1.1680 2.5529 1.1333 0.2487
H 0.0286 4.5599 1.8709 0.2114
H 1.6765 5.6440 0.3876 0.2124
H 2.0939 4.7123 -1.8614 0.2129
H 0.9047 2.6948 -2.5965 0.2106
H -0.2708 0.3923 1.0857 0.2455
H 0.5702 -1.1100 0.7231 0.2563
H 1.7940 1.1447 2.6477 0.2256
H 4.1449 2.2098 2.2898 0.2236
H 4.9105 2.0089 -0.2135 0.2353
H 0.5213 -2.9600 -2.3603 0.2286
H 0.2107 -2.7983 -0.6161 0.2568
H 2.6104 -1.6825 -1.9289 0.4086
H 4.6188 -2.4771 -1.9083 0.2007
H 6.9542 -1.8129 -1.5779 0.2149
H 7.7282 -1.0386 0.6292 0.2150
H 6.1540 -0.9588 2.5291 0.2167
H 3.7932 -1.6331 2.1957 0.2368
```

Summary:
Multiplicity ... 1
Energy relative to the best compared isomer or geometry (same formula, charge and spin) ... 5.5 kcal per mole
Structure (SMILES) ... CCOCCCNC(=O)[C@@H](c1ccccc1)N(Cc1cccs1)C(=O)CNC(=O)c1ccccc1
E_tot ... -51999.05545 eV
F_max ... 0.71 eV/Å
HOMO level ... -8.5 eV
Frontier orbital gap ... 8.98 eV